*one*
Computed, not measured: a structure of composition C46H46BaClN7O5S2, with wB97M-V/def2-TZVPD.

Cartesian coordinates (Å):
Ba -0.750 -0.296 -0.077
C 2.146 -1.674 2.524
C 1.101 -2.680 2.034
C 1.403 -3.145 0.630
C 1.818 -4.445 0.364
C 2.116 -4.816 -0.936
C 1.991 -3.885 -1.954
C 1.613 -2.604 -1.597
N 1.346 -2.239 -0.347
N 1.923 -0.316 1.988
C 3.146 0.238 1.423
C 2.959 1.362 0.432
C 3.605 2.578 0.624
C 3.479 3.569 -0.335
C 2.717 3.305 -1.459
C 2.102 2.066 -1.560
N 2.205 1.114 -0.638
C 1.333 0.521 3.031
C 1.033 1.935 2.599
C 1.448 3.012 3.373
C 1.161 4.298 2.950
C 0.474 4.472 1.761
C 0.087 3.340 1.061
N 0.351 2.106 1.467
H 3.141 -2.016 2.234
H 2.138 -1.645 3.620
H 0.128 -2.192 2.142
H 1.091 -3.568 2.668
H 1.888 -5.166 1.169
H 2.428 -5.828 -1.156
H 2.174 -4.148 -2.985
H 1.517 -1.823 -2.342
H 3.638 -0.568 0.875
H 3.843 0.575 2.209
H 4.192 2.742 1.518
H 3.968 4.525 -0.204
H 2.597 4.038 -2.245
H 1.489 1.821 -2.414
H 1.991 0.567 3.914
H 0.393 0.054 3.341
H 1.995 2.840 4.290
H 1.477 5.151 3.536
H 0.238 5.457 1.385
H -0.461 3.419 0.129
O -0.600 1.001 -2.636
S -0.977 1.862 -3.804
C -2.262 3.007 -3.232
C -3.578 2.373 -2.812
C -4.464 3.337 -2.015
C -3.935 3.817 -0.668
S -3.531 2.520 0.548
O -2.482 1.690 -0.126
C -5.055 1.601 0.457
C -6.187 2.146 1.049
C -7.378 1.443 0.981
C -7.417 0.204 0.351
C -6.271 -0.341 -0.205
C -5.072 0.360 -0.157
C -2.002 0.849 -4.869
C -2.316 1.299 -6.143
C -3.122 0.511 -6.949
C -3.585 -0.714 -6.484
C -3.246 -1.156 -5.213
C -2.445 -0.372 -4.392
H -2.384 3.725 -4.047
H -1.766 3.520 -2.404
H -3.381 1.469 -2.242
H -4.129 2.073 -3.705
H -5.436 2.867 -1.858
H -4.651 4.230 -2.623
H -4.662 4.461 -0.172
H -3.005 4.384 -0.754
H -6.135 3.098 1.564
H -8.269 1.851 1.437
H -8.343 -0.353 0.322
H -6.286 -1.329 -0.641
H -4.167 -0.070 -0.566
H -1.936 2.247 -6.505
H -3.380 0.847 -7.944
H -4.207 -1.328 -7.120
H -3.597 -2.110 -4.843
H -2.193 -0.711 -3.394
C -1.467 -4.460 -5.353
C -1.033 -5.238 -4.147
C 0.005 -6.149 -4.204
C 0.386 -6.852 -3.071
Cl 1.720 -7.975 -3.164
C -0.254 -6.649 -1.869
C -1.281 -5.719 -1.783
C -1.686 -5.032 -2.921
O -2.704 -4.130 -2.957
C -3.339 -3.776 -1.717
C -2.466 -2.724 -1.043
O -1.710 -3.047 -0.110
O -2.531 -1.554 -1.541
H -0.843 -4.700 -6.213
H -1.408 -3.388 -5.162
H -2.506 -4.681 -5.602
H 0.525 -6.316 -5.138
H 0.058 -7.193 -0.989
H -1.726 -5.504 -0.825
H -3.507 -4.640 -1.082
H -4.293 -3.331 -1.984
N -2.018 -0.547 2.343
C -3.021 -1.141 2.415
N -4.150 -1.749 2.588
C -4.595 -2.460 1.567
N -5.072 -3.089 0.716

Results
Spin multiplicity ... 1
Molecular weight ... 1013.833 g mol⁻¹
Orbital gap ... 7.64 eV

---

*two*
Computed, not measured: a structure of composition C46H46BaClN7O5S2, with wB97M-V/def2-TZVPD.

Cartesian coordinates (Å):
Ba 0.348 0.367 -0.722
C 3.879 0.078 -2.312
C 4.589 -0.841 -1.317
C 4.235 -0.703 0.141
C 5.244 -0.520 1.081
C 4.919 -0.457 2.422
C 3.594 -0.585 2.792
C 2.654 -0.749 1.792
N 2.954 -0.803 0.494
N 2.529 -0.288 -2.793
C 2.437 -1.663 -3.288
C 2.249 -2.729 -2.223
C 3.000 -3.897 -2.239
C 2.775 -4.859 -1.274
C 1.803 -4.628 -0.314
C 1.095 -3.442 -0.382
N 1.296 -2.514 -1.316
C 2.253 0.652 -3.901
C 0.839 0.617 -4.432
C 0.488 -0.094 -5.572
C -0.818 -0.021 -6.027
C -1.720 0.776 -5.345
C -1.280 1.454 -4.220
N -0.035 1.371 -3.761
H 4.537 0.154 -3.191
H 3.803 1.079 -1.880
H 5.653 -0.620 -1.416
H 4.478 -1.885 -1.609
H 6.274 -0.427 0.758
H 5.687 -0.305 3.171
H 3.289 -0.537 3.827
H 1.601 -0.820 2.045
H 3.304 -1.919 -3.916
H 1.553 -1.716 -3.925
H 3.764 -4.037 -2.994
H 3.356 -5.773 -1.265
H 1.601 -5.344 0.471
H 0.329 -3.209 0.351
H 2.957 0.471 -4.726
H 2.430 1.659 -3.525
H 1.231 -0.676 -6.102
H -1.120 -0.563 -6.914
H -2.746 0.881 -5.673
H -1.949 2.099 -3.667
O -0.985 -1.004 0.877
S -1.414 -1.104 2.337
C -2.583 -2.466 2.309
C -3.857 -2.247 1.495
C -3.716 -1.770 0.045
C -2.984 -2.739 -0.875
S -2.450 -2.037 -2.461
O -1.403 -0.994 -2.137
C -3.927 -1.131 -2.829
C -4.978 -1.757 -3.479
C -6.124 -1.024 -3.755
C -6.198 0.316 -3.389
C -5.132 0.932 -2.743
C -3.983 0.205 -2.460
C -2.568 0.197 2.695
C -3.131 0.234 3.965
C -4.016 1.255 4.275
C -4.314 2.228 3.326
C -3.725 2.188 2.069
C -2.838 1.167 1.750
H -2.822 -2.686 3.352
H -1.976 -3.292 1.931
H -4.479 -1.519 2.020
H -4.410 -3.192 1.512
H -3.216 -0.803 0.020
H -4.723 -1.612 -0.344
H -3.590 -3.611 -1.137
H -2.041 -3.087 -0.448
H -4.903 -2.797 -3.777
H -6.954 -1.495 -4.264
H -7.091 0.885 -3.613
H -5.185 1.975 -2.459
H -3.140 0.664 -1.961
H -2.880 -0.515 4.708
H -4.465 1.295 5.258
H -5.000 3.027 3.574
H -3.936 2.954 1.333
H -2.358 1.154 0.784
C 5.217 3.103 4.037
C 4.026 2.408 4.634
C 4.133 1.625 5.771
C 3.022 0.977 6.292
Cl 3.197 -0.013 7.723
C 1.791 1.097 5.684
C 1.663 1.878 4.538
C 2.772 2.538 4.025
O 2.753 3.350 2.933
C 1.524 3.514 2.218
C 1.210 2.281 1.381
O 0.278 1.526 1.775
O 1.899 2.093 0.342
H 6.125 2.849 4.582
H 5.088 4.186 4.057
H 5.338 2.824 2.989
H 5.094 1.515 6.258
H 0.932 0.580 6.089
H 0.709 1.926 4.034
H 1.688 4.366 1.566
H 0.703 3.728 2.903
N -1.455 2.260 -1.061
C -2.299 3.068 -1.137
N -3.342 3.826 -1.087
C -3.746 4.521 -2.139
N -4.183 5.144 -3.012

Results
Spin multiplicity ... 1
Molecular weight ... 1013.833 g mol⁻¹
Orbital gap ... 7.86 eV

---

The winner here is *one*, beating the second structure by 0.0102 hartree.

---

*one*
Computed, not measured: a structure of composition C2H6N2O, with wB97M-V/def2-TZVPD.

Cartesian coordinates (Å):
C -1.671 0.218 0.030
C 0.754 0.337 -0.230
H -1.432 0.739 1.673
H -1.731 1.270 -1.094
H -2.918 -0.909 -0.140
H -0.266 -1.383 0.360
H 2.107 -1.329 -0.056
H 2.876 0.215 0.194
N -0.399 -0.389 -0.517
N 1.977 -0.319 -0.059
O 0.703 1.551 -0.162

Results
Spin multiplicity ... 1
Molecular weight ... 74.083 g mol⁻¹
Orbital gap ... 9.28 eV

---

*two*
Computed, not measured: an isolated molecule of C2H6N2O, with wB97M-V/def2-TZVPD.

Cartesian coordinates (Å):
C -1.462 -0.395 0.834
N -0.313 0.256 0.398
C 0.491 -0.068 -0.853
N 1.675 0.744 -0.924
O 0.394 -1.075 -1.604
H -1.283 -1.152 1.594
H -2.104 0.341 1.337
H -1.951 -0.726 -0.079
H 0.016 1.136 0.827
H 2.110 0.540 0.089
H 2.428 0.401 -1.618

Results
Spin multiplicity ... 1
Molecular weight ... 74.083 g mol⁻¹
SMILES ... CNC(N)=O
Orbital gap ... 10.28 eV

---

*three*
Computed, not measured: a cluster of 2 separate species, C2H6N2O in total, with wB97M-V/def2-TZVPD.

Cartesian coordinates (Å):
N 1.052 0.032 -1.003
C 1.001 0.966 -1.978
O 0.244 1.910 -2.010
H 0.544 0.298 -0.160
H 1.886 -0.520 -0.829
H 1.770 0.862 -2.781
C -1.221 -0.988 2.002
N -0.940 0.013 1.274
H -0.559 -1.099 2.854
H -2.036 -1.708 1.946
H -1.742 0.233 0.685

Results
Spin multiplicity ... 1
Molecular weight ... 74.083 g mol⁻¹
SMILES ... NC=O.C=N
Orbital gap ... 10.65 eV

---

The winner here is *two*, beating the second structure by 0.0050 hartree.

---

*one*
Computed, not measured: a cluster of 2 separate species, C2H6N2O in total, with wB97M-V/def2-TZVPD.

Cartesian coordinates (Å):
N 1.305 -0.461 0.802
C 1.146 -0.588 2.139
O 0.080 -0.844 2.658
H 0.587 -0.805 0.184
H 2.170 -0.251 0.336
H 2.063 -0.378 2.711
C -1.498 0.885 -2.088
N -0.909 0.112 -1.289
H -0.950 1.220 -2.969
H -2.528 1.243 -2.015
H -1.467 -0.132 -0.468

Results
Spin multiplicity ... 1
Molecular weight ... 74.083 g mol⁻¹
SMILES ... NC=O.C=N
Orbital gap ... 10.89 eV

---

*two*
Computed, not measured: an isolated molecule of C2H6N2O, with wB97M-V/def2-TZVPD.

Cartesian coordinates (Å):
C 1.034 -0.684 -0.023
N -0.152 0.270 -0.436
N -0.115 1.533 0.131
C -1.406 -0.442 -0.067
O -2.592 0.051 -0.012
H 1.953 -0.600 -0.697
H 1.159 -0.563 1.091
H 0.593 -1.797 0.043
H 0.047 2.089 -0.958
H 0.667 1.644 0.790
H -1.188 -1.501 0.139

Results
Spin multiplicity ... 1
Molecular weight ... 74.083 g mol⁻¹
SMILES ... CN(N)C=O
Orbital gap ... 9.84 eV

---

The winner here is *one*, beating the second structure by 0.1025 hartree.

---

*one*
Computed, not measured: a structure of composition C2H6N2O, with wB97M-V/def2-TZVPD.

Cartesian coordinates (Å):
C 1.037 -0.763 0.151
N -0.301 0.253 -0.764
N -0.445 1.530 -0.489
C -0.976 -0.581 0.136
O -1.649 -0.144 1.073
H 0.009 2.178 -1.111
H -0.647 1.774 0.484
H -1.086 -1.603 -0.260
H 1.400 -0.029 0.867
H 0.949 -1.745 0.611
H 1.709 -0.868 -0.698

Results
Spin multiplicity ... 1
Molecular weight ... 74.083 g mol⁻¹
Orbital gap ... 10.00 eV

---

*two*
Computed, not measured: a cluster of 2 separate species, C2H6N2O in total, with wB97M-V/def2-TZVPD.

Cartesian coordinates (Å):
H 2.558 0.883 0.362
N 1.621 0.523 0.550
C 1.618 -0.683 0.155
N 0.525 -1.534 0.178
H 2.530 -1.198 -0.162
H 0.661 -2.378 0.708
H -0.357 -1.057 0.256
C -2.277 1.359 -0.510
O -3.420 1.452 -0.851
H -1.474 1.946 -0.997
H -1.985 0.686 0.311

Results
Spin multiplicity ... 1
Molecular weight ... 74.083 g mol⁻¹
SMILES ... [H]/N=C/N.C=O
Orbital gap ... 10.75 eV

---

The winner here is *two*, beating the second structure by 0.0684 hartree.

---

*one*
Computed, not measured: a structure of composition C26H40N3O4RuS2Si, with wB97M-V/def2-TZVPD.

Cartesian coordinates (Å):
Ru -0.923 -0.269 0.245
C 0.939 -3.226 1.142
C 1.810 -1.976 1.150
C 3.048 -2.213 2.023
C 1.106 -0.727 1.646
C 0.179 -0.763 2.691
C -0.131 0.405 3.408
C 0.375 1.630 3.043
C -0.031 2.893 3.745
C 1.250 1.680 1.947
C 1.619 0.537 1.280
H 1.480 -4.058 0.686
H 0.004 -3.068 0.602
H 0.688 -3.530 2.160
H 2.155 -1.761 0.132
H 2.750 -2.418 3.054
H 3.705 -1.342 2.031
H 3.618 -3.070 1.659
H -0.184 -1.716 3.056
H -0.824 0.343 4.237
H 0.741 3.226 4.442
H -0.956 2.747 4.301
H -0.209 3.687 3.019
H 1.624 2.641 1.610
H 2.329 0.581 0.464
C 2.576 6.318 -0.548
C 1.882 5.058 -0.986
C 0.540 5.066 -1.350
C -0.110 3.902 -1.727
C 0.578 2.696 -1.726
C 1.926 2.674 -1.388
C 2.567 3.847 -1.026
S -0.189 1.144 -2.175
O 0.756 0.118 -1.708
O -0.428 1.193 -3.596
N -1.496 0.859 -1.334
C -2.519 1.829 -0.989
C -2.255 2.287 0.445
O -2.502 3.400 0.852
O -1.752 1.330 1.196
H 2.011 7.202 -0.839
H 3.573 6.389 -0.983
H 2.689 6.338 0.538
H -0.011 5.998 -1.338
H -1.147 3.954 -2.016
H 2.461 1.736 -1.415
H 3.620 3.820 -0.768
H -3.478 1.306 -1.006
H -2.600 2.656 -1.689
C -2.695 -3.118 1.505
Si -2.844 -1.248 1.251
C -4.388 -0.910 0.219
C -3.234 -0.577 2.973
H -3.584 -3.442 2.057
H -1.825 -3.395 2.102
H -2.660 -3.655 0.559
H -5.170 -1.619 0.509
H -4.235 -1.008 -0.857
H -4.767 0.093 0.429
H -4.272 -0.838 3.206
H -3.133 0.506 3.010
H -2.610 -1.023 3.748
S -1.625 -2.126 -1.576
C -0.273 -2.767 -2.413
N 0.240 -3.957 -2.079
C 1.380 -4.574 -2.743
C 1.440 -4.095 -4.184
C 1.400 -2.577 -4.204
N 0.246 -2.120 -3.448
H -0.247 -4.443 -1.346
H 1.264 -5.655 -2.689
H 2.303 -4.310 -2.217
H 0.583 -4.489 -4.734
H 2.347 -4.459 -4.666
H 1.311 -2.196 -5.221
H 2.315 -2.160 -3.772
H -0.122 -1.195 -3.615

Results
Spin multiplicity ... 2
Molecular weight ... 651.913 g mol⁻¹
Orbital gap (alpha / beta) ... 7.98 / 7.42 eV

---

*two*
Computed, not measured: a structure of composition C26H40N3O4RuS2Si, with wB97M-V/def2-TZVPD.

Cartesian coordinates (Å):
Ru -0.021 0.591 -0.332
C -3.470 -3.088 0.452
C -4.098 -1.918 -0.297
C -4.040 -2.151 -1.809
C -3.519 -0.565 0.082
C -2.380 -0.400 0.873
C -1.959 0.872 1.282
C -2.652 2.024 0.878
C -2.290 3.385 1.401
C -3.755 1.853 0.053
C -4.185 0.585 -0.322
H -3.968 -4.017 0.171
H -3.559 -2.970 1.533
H -2.410 -3.191 0.211
H -5.155 -1.881 -0.011
H -3.003 -2.207 -2.143
H -4.517 -1.339 -2.359
H -4.547 -3.082 -2.071
H -1.852 -1.265 1.254
H -1.180 0.968 2.029
H -3.070 3.743 2.078
H -2.205 4.106 0.588
H -1.339 3.370 1.924
H -4.311 2.725 -0.273
H -5.077 0.492 -0.932
C 5.604 3.018 4.498
C 4.833 2.176 3.519
C 3.443 2.135 3.549
C 2.730 1.368 2.642
C 3.423 0.630 1.694
C 4.812 0.648 1.647
C 5.506 1.421 2.560
S 2.546 -0.303 0.488
O 1.328 -0.824 1.163
O 3.436 -1.304 -0.028
N 1.972 0.678 -0.657
C 2.428 2.070 -0.657
C 1.529 2.907 0.252
O 1.817 4.046 0.545
O 0.430 2.292 0.631
H 4.935 3.569 5.157
H 6.234 3.738 3.974
H 6.257 2.398 5.114
H 2.907 2.721 4.284
H 1.649 1.351 2.662
H 5.329 0.055 0.905
H 6.589 1.440 2.529
H 2.348 2.470 -1.669
H 3.464 2.194 -0.342
C 0.843 1.209 -3.724
Si -0.432 1.663 -2.420
C -0.407 3.531 -2.184
C -2.132 1.324 -3.163
H 0.842 1.966 -4.514
H 0.618 0.241 -4.175
H 1.847 1.140 -3.307
H -0.807 3.996 -3.091
H 0.586 3.949 -2.008
H -1.035 3.828 -1.343
H -2.191 1.796 -4.149
H -2.906 1.766 -2.533
H -2.357 0.265 -3.284
S -0.427 -1.300 -1.765
C -0.272 -2.850 -1.051
N -0.631 -3.903 -1.803
C -0.519 -5.282 -1.355
C 0.650 -5.393 -0.392
C 0.463 -4.384 0.727
N 0.176 -3.064 0.175
H -0.950 -3.694 -2.733
H -0.375 -5.915 -2.230
H -1.446 -5.595 -0.863
H 1.581 -5.188 -0.922
H 0.705 -6.400 0.020
H 1.367 -4.296 1.329
H -0.352 -4.693 1.388
H 0.573 -2.255 0.650

Results
Spin multiplicity ... 2
Molecular weight ... 651.913 g mol⁻¹
Orbital gap (alpha / beta) ... 8.16 / 7.45 eV

---

The winner here is *two*, beating the second structure by 0.0430 hartree.